(1)
{
  "formula": "C2H5NOS2",
  "method": "ωB97M-V/def2-TZVPD",
  "species": ["C", "C", "N", "O", "S", "S", "H", "H", "H", "H", "H"],
  "coordinates": [[-2.078, -1.009, 0.582], [-2.278, 0.361, -0.005], [-1.030, -1.626, 0.288], [-0.953, 0.693, -0.508], [4.297, -0.650, 0.135], [-0.043, -0.681, -0.548], [5.547, -0.687, 0.166], [-2.925, -1.533, 0.979], [-2.997, 0.181, -0.883], [-2.498, 1.218, 0.703], [4.282, -0.864, -1.245]],
  "atomic_forces_ev_per_a": [[-1.96, 0.29, 0.39], [0.57, 0.46, -0.68], [0.27, -0.90, 0.53], [-0.74, 0.36, 0.18], [-2.95, -0.12, -1.44], [1.95, 0.29, -1.23], [2.96, -0.08, 0.11], [-0.20, -0.20, 0.58], [0.57, 0.93, 1.14], [-0.44, -1.24, -0.91], [-0.03, 0.21, 1.34]],
  "nbo_charge": [0.030, -0.142, -0.564, -0.680, -0.267, 0.754, 0.114, 0.192, 0.189, 0.223, 0.151],
  "e_above_lowest_kj_mol": 211.68,
  "orbital_gap_ev": 8.9,
  "lumo_energy_ev": 0.83
}



(2)
{
  "formula": "C3H5NO2",
  "method": "ωB97M-V/def2-TZVPD",
  "species": ["C", "C", "C", "N", "O", "O", "H", "H", "H", "H", "H"],
  "coordinates": [[0.188, -1.590, 0.564], [0.168, -0.307, 0.694], [-0.577, 0.783, 0.135], [1.279, 0.190, 1.784], [2.170, -0.571, 2.009], [1.010, 1.158, 2.440], [0.802, -2.314, 1.172], [-0.456, -2.105, -0.319], [-1.373, 0.989, 0.797], [-0.957, 0.528, -0.801], [0.017, 1.627, 0.074]],
  "atomic_forces_ev_per_a": [[-1.12, -4.05, -2.20], [2.94, 0.74, 1.90], [-0.41, -0.56, 0.60], [-2.57, -1.50, -0.43], [1.27, -0.43, -0.08], [-0.13, 1.22, -0.09], [-0.62, 1.27, -0.84], [1.33, 1.37, 2.39], [-1.11, 0.51, 0.67], [-0.72, -0.42, -1.65], [1.14, 1.84, -0.26]],
  "nbo_charge": [-0.386, 0.092, -0.670, 0.528, -0.371, -0.380, 0.255, 0.219, 0.241, 0.234, 0.239],
  "smiles": "C=C(C)[N+](=O)[O-]",
  "e_above_lowest_kj_mol": 456.14,
  "orbital_gap_ev": 10.9,
  "lumo_energy_ev": 0.22
}



(3)
{
  "formula": "C56H43ClN4NaP2SeSi",
  "method": "ωB97M-V/def2-TZVPD",
  "species": ["Na", "C", "Si", "C", "C", "C", "C", "C", "C", "P", "C", "C", "C", "C", "C", "C", "C", "C", "C", "C", "C", "C", "C", "C", "C", "C", "C", "C", "P", "C", "C", "C", "C", "C", "C", "C", "C", "C", "C", "C", "C", "H", "H", "H", "H", "H", "H", "H", "H", "H", "H", "H", "H", "H", "H", "H", "H", "H", "H", "H", "H", "H", "H", "H", "H", "H", "H", "H", "H", "H", "H", "H", "Se", "N", "C", "C", "C", "C", "C", "N", "C", "C", "N", "C", "C", "C", "C", "C", "N", "H", "H", "H", "H", "H", "H", "Cl", "C", "C", "C", "C", "C", "C", "C", "H", "H", "H", "H", "H", "H"],
  "coordinates": [[0.318, -0.236, -0.417], [-0.280, 2.917, 1.483], [-1.347, 1.319, 1.222], [-2.920, 2.156, 0.501], [-4.004, 2.566, 1.288], [-5.125, 3.170, 0.747], [-5.186, 3.416, -0.618], [-4.121, 3.044, -1.420], [-3.004, 2.400, -0.888], [-1.545, 1.939, -1.923], [-1.076, 3.590, -2.597], [-1.219, 4.745, -1.831], [-0.734, 5.964, -2.281], [-0.096, 6.054, -3.510], [0.050, 4.911, -4.285], [-0.434, 3.694, -3.831], [-2.125, 1.138, -3.477], [-1.517, -0.067, -3.816], [-1.799, -0.707, -5.019], [-2.697, -0.141, -5.906], [-3.314, 1.064, -5.584], [-3.027, 1.697, -4.388], [-1.718, 0.824, 3.055], [-1.764, 1.726, 4.122], [-1.856, 1.315, 5.444], [-1.899, -0.041, 5.733], [-1.854, -0.967, 4.702], [-1.765, -0.557, 3.372], [-1.581, -1.757, 1.970], [-3.296, -1.856, 1.315], [-4.291, -0.941, 1.635], [-5.541, -1.009, 1.031], [-5.810, -1.999, 0.099], [-4.819, -2.916, -0.232], [-3.572, -2.842, 0.364], [-1.509, -3.363, 2.885], [-0.251, -3.947, 3.008], [-0.075, -5.145, 3.688], [-1.170, -5.789, 4.244], [-2.436, -5.229, 4.114], [-2.600, -4.028, 3.441], [-0.808, 3.730, 1.994], [0.050, 3.308, 0.516], [0.622, 2.691, 2.060], [-3.962, 2.401, 2.360], [-5.949, 3.462, 1.388], [-6.051, 3.900, -1.054], [-4.167, 3.278, -2.474], [-1.718, 4.691, -0.870], [-0.858, 6.846, -1.666], [0.277, 7.007, -3.864], [0.538, 4.967, -5.249], [-0.322, 2.813, -4.454], [-0.869, -0.574, -3.105], [-1.348, -1.668, -5.228], [-2.937, -0.646, -6.834], [-4.020, 1.513, -6.272], [-3.491, 2.652, -4.186], [-1.716, 2.789, 3.908], [-1.892, 2.044, 6.244], [-1.967, -0.380, 6.760], [-1.883, -2.023, 4.942], [-4.099, -0.162, 2.357], [-6.294, -0.274, 1.282], [-6.779, -2.048, -0.382], [-5.003, -3.677, -0.980], [-2.789, -3.528, 0.059], [0.601, -3.459, 2.545], [0.912, -5.583, 3.766], [-1.043, -6.730, 4.763], [-3.297, -5.732, 4.535], [-3.592, -3.602, 3.337], [8.263, 0.072, 0.238], [6.928, -0.066, 1.415], [5.809, -0.023, 0.745], [4.481, -0.112, 1.359], [4.305, -0.224, 2.737], [3.026, -0.298, 3.241], [1.954, -0.274, 2.348], [2.118, -0.181, 1.038], [3.352, -0.085, 0.542], [3.479, 0.080, -0.938], [2.348, 0.152, -1.649], [2.433, 0.321, -2.958], [3.646, 0.427, -3.638], [4.813, 0.354, -2.913], [4.735, 0.179, -1.533], [5.935, 0.114, -0.691], [7.152, 0.178, -1.156], [5.175, -0.246, 3.380], [2.838, -0.374, 4.303], [0.928, -0.329, 2.695], [1.491, 0.372, -3.494], [3.652, 0.565, -4.710], [5.785, 0.431, -3.381], [-3.047, -6.124, -5.574], [-2.410, -5.068, -4.314], [-1.164, -5.322, -3.752], [-0.662, -4.501, -2.768], [-1.363, -3.350, -2.287], [-0.853, -2.501, -1.307], [-2.653, -3.160, -2.875], [-3.154, -3.990, -3.856], [-0.589, -6.175, -4.093], [0.314, -4.724, -2.348], [0.057, -2.752, -0.773], [-1.439, -1.644, -0.994], [-3.259, -2.326, -2.537], [-4.134, -3.798, -4.276]],
  "atomic_forces_ev_per_a": [[-0.52, -0.26, -0.29], [-0.10, 0.01, 0.03], [0.25, 0.16, 0.12], [-0.04, -0.01, -0.13], [0.03, -0.07, 0.05], [-0.03, 0.02, 0.00], [0.00, -0.01, -0.01], [-0.03, 0.01, -0.08], [0.07, -0.10, 0.13], [0.00, 0.21, -0.15], [-0.07, -0.10, 0.08], [0.00, 0.02, 0.08], [0.01, 0.00, -0.04], [-0.03, -0.02, 0.00], [-0.01, 0.03, 0.02], [0.06, -0.04, -0.05], [-0.10, 0.11, -0.03], [-0.08, -0.21, 0.13], [-0.07, 0.00, 0.00], [-0.01, -0.01, 0.04], [0.00, 0.00, -0.01], [0.05, 0.05, -0.05], [-0.09, -0.17, -0.03], [0.01, 0.07, -0.04], [-0.01, -0.04, -0.01], [0.00, 0.03, 0.03], [-0.03, -0.11, 0.02], [0.02, 0.12, -0.14], [-0.03, -0.09, 0.27], [0.11, 0.10, -0.13], [-0.05, -0.02, 0.04], [0.01, -0.01, -0.01], [0.02, 0.02, -0.01], [-0.08, -0.04, 0.02], [0.06, -0.07, 0.03], [0.00, 0.03, 0.00], [0.03, 0.02, -0.01], [-0.03, -0.02, 0.01], [0.00, 0.03, -0.02], [0.03, -0.03, 0.01], [-0.07, 0.02, -0.05], [-0.02, 0.03, 0.02], [0.01, 0.00, -0.04], [0.03, -0.03, 0.03], [0.00, -0.01, 0.03], [0.00, 0.00, 0.01], [-0.01, 0.01, -0.01], [0.00, -0.02, -0.01], [0.01, -0.01, -0.01], [0.00, 0.03, 0.01], [0.02, 0.02, -0.01], [0.01, 0.01, -0.02], [0.01, 0.00, 0.02], [0.06, 0.04, -0.01], [0.03, -0.02, -0.01], [0.01, 0.00, -0.03], [-0.01, 0.01, -0.01], [0.03, 0.01, 0.00], [0.00, 0.03, 0.00], [0.01, 0.02, 0.01], [0.00, -0.01, 0.01], [0.00, 0.03, 0.02], [0.04, 0.07, 0.06], [-0.02, 0.01, 0.01], [-0.01, 0.00, -0.01], [0.00, -0.01, 0.02], [-0.06, 0.02, 0.04], [0.00, 0.01, 0.01], [0.02, -0.01, 0.01], [0.00, -0.02, 0.01], [-0.01, -0.01, 0.01], [0.00, 0.01, 0.00], [-0.15, -0.02, -0.02], [-0.11, 0.01, 0.09], [-0.04, -0.03, 0.03], [0.33, 0.01, -0.03], [-0.06, 0.00, 0.02], [-0.04, -0.01, 0.00], [0.10, -0.01, 0.00], [0.16, -0.01, 0.13], [-0.01, 0.06, -0.35], [-0.05, -0.01, 0.34], [0.12, -0.01, 0.01], [0.02, -0.02, -0.02], [-0.04, 0.00, 0.02], [-0.04, -0.01, -0.03], [0.32, 0.02, 0.08], [-0.03, -0.01, -0.04], [-0.09, 0.03, -0.10], [0.01, 0.00, 0.01], [0.01, 0.00, 0.00], [-0.05, 0.00, 0.02], [-0.02, 0.00, -0.01], [0.01, 0.00, -0.02], [0.00, 0.00, -0.01], [0.03, 0.05, 0.06], [-0.02, -0.05, -0.04], [0.00, -0.04, -0.01], [0.03, 0.02, 0.02], [0.05, -0.10, -0.02], [0.30, 0.34, -0.31], [-0.01, 0.11, -0.01], [-0.02, 0.01, -0.07], [0.01, -0.01, 0.00], [0.02, 0.00, 0.01], [-0.02, -0.05, 0.07], [-0.12, -0.15, 0.20], [0.02, 0.01, -0.02], [-0.02, 0.01, -0.01]],
  "mulliken_charge": [0.985, -1.726, 1.016, 0.757, -0.401, -0.653, -1.054, -0.182, -0.287, 1.451, 0.204, -0.570, -0.743, -0.518, -0.663, -0.520, -0.025, 0.058, -0.884, -0.754, -0.754, 0.135, 0.771, -0.210, -0.861, -0.877, -1.132, -0.040, 1.715, 0.136, -0.229, -0.592, -0.684, -0.609, -0.535, -0.293, -0.563, -0.572, -0.544, -0.611, -0.270, 0.430, 0.314, 0.381, 0.263, 0.394, 0.387, 0.096, 0.329, 0.414, 0.366, 0.413, 0.311, 0.472, 0.451, 0.382, 0.414, 0.274, 0.276, 0.391, 0.371, 0.294, 0.377, 0.408, 0.367, 0.441, 0.689, 0.325, 0.401, 0.358, 0.401, 0.435, 0.200, -0.873, 1.165, 0.483, -0.922, -1.336, -0.918, 0.220, -0.595, -0.420, 0.197, -0.182, -1.105, -0.630, 0.431, 1.097, -0.883, 0.497, 0.571, 0.898, 0.469, 0.473, 0.519, -0.307, 0.059, -0.509, -0.821, 0.699, -1.204, -0.164, -1.124, 0.387, 0.333, 0.005, 0.426, 0.981, 0.391],
  "charge": -1,
  "e_above_lowest_kj_mol": 0.00,
  "orbital_gap_ev": 3.3,
  "lumo_energy_ev": 0.69
}



(4)
{
  "formula": "C5H8N2O2",
  "method": "ωB97M-V/def2-TZVPD",
  "species": ["C", "C", "C", "C", "C", "N", "N", "O", "O", "H", "H", "H", "H", "H", "H", "H", "H"],
  "coordinates": [[0.314, 1.696, 0.209], [-2.341, -0.758, 0.088], [2.485, -0.072, 0.473], [-1.078, -0.745, -0.792], [1.173, 0.232, -0.318], [-0.391, 2.353, 0.816], [0.191, -0.801, -0.028], [-2.854, -1.731, 0.438], [-2.778, 0.523, 0.450], [2.363, 0.114, 1.464], [2.761, -1.122, 0.214], [3.316, 0.565, 0.092], [-1.012, 0.173, -1.312], [-1.299, -1.356, -1.643], [1.379, 0.370, -1.396], [-2.187, 1.297, 0.261], [-0.043, -0.739, 0.984]],
  "atomic_forces_ev_per_a": [[3.24, -3.44, -1.56], [2.53, 4.72, -1.02], [0.27, 0.20, -4.23], [-0.06, 1.29, 0.41], [-1.45, 0.94, 1.07], [-1.17, 1.25, 0.68], [-0.22, -0.28, 0.42], [-1.96, -2.60, 1.17], [-0.01, -0.90, 0.01], [-0.31, 0.15, 2.99], [-0.38, 0.79, 0.51], [-0.64, -0.28, 0.30], [-0.41, 1.61, -0.40], [0.75, -1.70, 0.01], [-0.42, -0.13, 0.64], [-0.21, -1.26, 0.02], [0.46, -0.37, -1.03]],
  "nbo_charge": [0.208, 0.793, -0.615, -0.342, 0.004, -0.423, -0.599, -0.522, -0.723, 0.220, 0.242, 0.224, 0.186, 0.223, 0.228, 0.515, 0.381],
  "smiles": "C[C@H](C#N)NCC(=O)O",
  "e_above_lowest_kj_mol": 280.29,
  "orbital_gap_ev": 10.7,
  "lumo_energy_ev": 0.54
}